No. 1
106
Properties=species:S:1:pos:R:3:forces:R:3 method="wB97M-V/def2-TZVPD" e_lumo_ev=0.0 smiles="CCOC(C)=O.CCOC(C)=O.CCOC(C)=O.BrCCBr.BrCCBr.BrCCBr.BrCCBr.BrCCBr.BrCCBr.BrCCBr.BrCCBr" homo_lumo_gap_ev=10.29 max_force_ev_per_a=3.8 homo_ha=-0.3766
C 1.750212 0.024971 -0.764138 0.071 0.040 -0.060
C 0.670532 -0.083159 -1.845608 0.662 -0.676 0.347
O -0.678318 0.024311 -1.306488 0.685 0.227 -0.769
C -1.306148 -1.065739 -0.831668 0.344 -0.455 0.670
C -2.630108 -0.724039 -0.255698 -1.321 0.668 0.345
O -0.861608 -2.183559 -0.731578 0.459 0.451 -0.664
H 1.649892 1.014321 -0.317778 0.157 -0.024 0.145
H 2.731062 -0.040109 -1.235078 0.015 0.262 -0.267
H 1.823192 -0.714769 0.033082 -0.733 -0.192 -0.135
H 0.908832 0.731651 -2.529268 -0.955 0.454 0.191
H 0.772532 -0.948209 -2.500888 -0.231 -0.463 0.508
H -2.606018 -0.886169 0.821902 0.215 -0.072 0.021
H -3.440188 -1.356719 -0.618458 0.303 -0.242 -0.202
H -2.958388 0.303851 -0.409938 0.316 0.023 -0.133
C 13.420932 2.509141 4.602452 0.160 -0.651 -0.765
C 12.284702 3.142841 3.783022 0.834 0.832 1.205
O 11.159632 2.363781 3.507102 -0.097 -2.096 -1.828
C 11.250582 1.332611 2.566592 1.695 -1.599 -0.115
C 9.936582 0.591951 2.534872 -0.020 0.230 0.632
O 12.238932 0.903501 1.944532 -2.161 2.390 1.926
H 14.088512 3.339721 4.831762 0.280 -0.250 0.030
H 13.926962 1.716581 4.051202 0.331 0.416 -0.498
H 13.210752 1.956381 5.518082 -0.875 0.617 0.248
H 11.894272 3.947861 4.405602 -0.169 0.115 -0.104
H 12.656222 3.621371 2.876882 0.239 -0.284 -0.111
H 9.443302 0.772021 3.490052 -0.349 0.239 -0.270
H 10.093472 -0.486069 2.497792 0.233 0.170 -0.461
H 9.337322 0.940571 1.693782 -0.104 -0.128 0.112
C 6.879542 3.362221 -4.506998 -0.780 0.820 0.973
C 7.320452 4.064791 -3.216018 0.007 -0.065 -0.142
O 7.028632 5.508121 -3.247518 0.263 -0.556 -0.029
C 5.994042 6.042201 -2.590668 -2.718 -0.370 1.823
C 5.766182 7.552271 -2.900638 0.902 -0.700 -0.740
O 5.216582 5.435031 -1.829178 2.259 1.047 -1.926
H 7.061772 3.949651 -5.406898 0.603 -0.221 0.069
H 5.793342 3.286461 -4.456828 -0.077 -0.390 -0.085
H 7.338252 2.373831 -4.478988 -0.093 0.045 -0.469
H 6.887712 3.560741 -2.351858 -0.430 0.446 0.011
H 8.392762 3.918291 -3.086478 0.110 0.734 -0.109
H 6.069862 8.220191 -2.094568 -0.103 -0.371 0.235
H 4.737462 7.773691 -3.184898 -0.064 -0.404 0.378
H 6.371372 7.826561 -3.764708 0.121 -0.021 0.012
Br -3.805248 -8.664029 2.190922 -1.080 0.419 0.049
C -5.642378 -7.837229 2.057392 0.416 0.393 1.886
C -6.221628 -7.536529 3.474052 0.279 -0.330 -0.084
Br -7.863058 -6.512179 3.327032 -0.361 0.029 -0.341
H -6.261308 -8.553449 1.516962 0.171 0.449 -0.132
H -5.479078 -6.847149 1.631742 -0.105 -0.520 -0.650
H -5.632238 -6.863829 4.097112 0.469 -0.355 -0.405
H -6.492898 -8.405549 4.073482 0.222 -0.073 -0.323
Br -6.053998 0.861641 5.621982 -0.455 -0.137 -0.156
C -7.715508 0.069441 4.951472 -0.989 0.726 -0.504
C -8.956018 0.892411 5.404892 0.771 -1.074 0.527
Br -10.576048 -0.062349 4.807142 0.439 0.358 0.066
H -7.753298 -0.972249 5.270122 -0.035 0.285 0.195
H -7.706638 0.094061 3.861792 0.408 -0.043 0.091
H -8.990408 1.917961 5.037242 0.083 -0.302 -0.120
H -8.982698 0.874751 6.494422 -0.228 0.198 -0.130
Br -1.790318 -4.601889 -6.031088 -0.732 -0.829 -0.224
C -3.136368 -6.090329 -6.161938 0.288 -0.392 0.733
C -3.647528 -6.310029 -4.742398 -0.323 0.497 -0.214
Br -5.078018 -7.707729 -4.612808 0.837 0.710 -0.249
H -2.614678 -7.003979 -6.446868 0.117 0.377 -0.460
H -3.909128 -5.810059 -6.877758 0.243 0.064 0.149
H -4.085778 -5.373639 -4.397128 -0.112 -0.324 0.271
H -2.821788 -6.606929 -4.095788 -0.312 -0.092 0.005
Br -2.714838 3.329741 -5.822318 0.303 -0.178 -0.418
C -4.455468 2.730881 -5.225618 -0.379 -0.441 -0.096
C -4.837638 1.313951 -5.731508 0.835 0.773 0.704
Br -6.431198 0.723341 -4.713418 0.563 0.213 -0.675
H -5.145958 3.486331 -5.600598 -0.053 -0.191 0.269
H -4.337888 2.787801 -4.143468 -0.491 -0.212 -0.174
H -4.033918 0.613051 -5.505908 -0.213 -0.011 0.187
H -4.968338 1.293401 -6.813448 -0.552 0.038 0.218
Br -14.562848 3.306131 0.430742 1.024 0.328 0.292
C -12.624518 3.642521 0.874612 -0.086 -1.420 -0.693
C -11.786688 2.640121 -0.022958 -0.556 1.474 0.950
Br -9.892428 3.056811 0.397222 -0.593 -0.321 -0.344
H -12.506948 3.462271 1.943152 -0.094 -0.333 -0.204
H -12.392918 4.696641 0.721952 -0.139 -0.250 -0.509
H -12.001598 2.813781 -1.077358 0.382 0.231 0.117
H -11.974208 1.583281 0.166882 0.078 0.277 0.416
Br -1.693798 6.658421 0.129612 -0.605 0.195 0.560
C -2.853958 6.546491 1.730272 0.487 0.506 0.998
C -3.160588 7.906151 2.374342 -0.403 -0.211 -0.203
Br -4.284128 7.602631 4.027602 0.572 0.107 -1.052
H -2.249308 6.020241 2.468892 -0.221 -0.426 -0.328
H -3.772778 6.013561 1.485622 0.305 0.032 -0.120
H -3.728748 8.533411 1.687432 -0.080 0.043 0.336
H -2.289118 8.444511 2.746902 -0.058 -0.253 -0.193
Br -1.104078 -4.108849 6.197682 0.970 -0.309 -1.067
C 0.184362 -4.362139 4.656872 1.000 -0.650 0.603
C 1.596272 -4.715759 5.150912 0.267 0.803 0.588
Br 2.931822 -4.656079 3.701732 -0.506 -0.054 0.016
H 0.223562 -3.416879 4.115502 -0.346 -0.308 -0.009
H -0.086208 -5.238499 4.067912 -0.842 0.531 -0.117
H 1.721272 -5.703189 5.595272 -0.385 0.153 -0.099
H 1.978162 -3.961449 5.838862 -0.165 -0.167 0.067
Br 6.623032 -4.591569 -2.299628 -0.383 -1.200 -0.488
C 5.804162 -6.371559 -2.774248 -1.041 0.254 -0.484
C 4.440332 -6.105319 -3.506338 0.953 1.040 0.910
Br 3.472562 -7.723559 -3.944818 0.241 0.202 0.167
H 5.674182 -6.888219 -1.823318 -0.219 0.251 -0.084
H 6.451442 -7.003269 -3.382578 0.304 0.576 -0.055
H 4.530622 -5.486989 -4.399428 0.467 -0.550 -0.234
H 3.848782 -5.446259 -2.870878 -0.334 -0.569 0.271

No. 2
109
Properties=species:S:1:pos:R:3:forces:R:3 method="wB97M-V/def2-TZVPD" e_lumo_ev=-0.3 smiles="O=S1(=O)CCCC1.O=S1(=O)CCCC1.O=S1(=O)CCCC1.BrCCBr.BrCCBr.BrCCBr.BrCCBr.BrCCBr.BrCCBr.BrCCBr.BrCCBr" homo_lumo_gap_ev=9.71 max_force_ev_per_a=3.7 homo_ha=-0.3692
O 2.875236 6.111537 -2.055109 0.024 0.480 1.317
S 2.823279 6.056574 -0.589921 -0.256 -2.504 -2.758
O 3.431007 7.065710 0.218875 0.136 0.179 0.311
C 1.083256 5.767464 -0.122665 0.344 -0.136 1.199
C 0.971488 4.242231 0.295387 -1.277 1.520 -1.031
C 2.089466 3.424721 -0.276390 2.464 0.831 -0.273
C 3.395662 4.315398 -0.172109 -1.130 0.114 1.690
H 0.357706 6.171367 -0.828748 0.526 -0.536 -0.698
H 0.904184 6.436049 0.719359 0.279 -0.226 0.434
H 0.863310 4.231895 1.379953 0.313 -0.416 -0.161
H 0.064599 3.852922 -0.167336 -0.298 -0.015 0.396
H 1.993353 3.195538 -1.337681 -0.569 0.142 -0.075
H 2.185463 2.458899 0.219675 0.154 0.120 0.205
H 4.311411 3.898322 -0.591081 -0.260 0.568 -0.923
H 3.677650 4.426388 0.874921 -0.255 -0.036 0.320
O -0.685733 0.920227 -1.606490 0.139 0.727 -0.687
S -0.388681 0.008470 -0.545397 -0.343 -1.594 1.104
O 0.774103 0.259409 0.326047 -1.320 -0.252 -0.877
C -1.899704 -0.301955 0.499357 0.961 1.630 -0.359
C -1.529792 -1.617491 1.059540 -0.059 -0.556 0.910
C -1.244926 -2.501852 -0.108909 0.455 -1.206 -1.137
C -0.377612 -1.777377 -1.136020 -0.202 1.607 0.342
H -2.806111 -0.286069 -0.105847 0.172 -0.076 -0.318
H -1.960749 0.506662 1.227720 0.073 -0.033 0.057
H -0.598872 -1.486599 1.611239 -0.177 -0.099 0.572
H -2.338801 -2.020318 1.668905 0.289 -0.078 0.224
H -2.172101 -2.791133 -0.603651 -0.107 -0.052 0.056
H -0.706473 -3.421613 0.119572 -0.258 -0.091 0.494
H -0.887085 -1.766284 -2.099553 0.504 0.121 -0.070
H 0.662682 -2.098678 -1.187443 -0.168 0.005 -0.109
O 6.229731 -0.494568 0.941112 -1.041 -1.009 -1.168
S 5.226277 -1.131494 0.069109 0.288 0.834 0.242
O 4.559795 -2.358717 0.498417 0.770 0.784 -0.449
C 3.988630 0.119539 -0.357513 -1.307 -1.630 0.015
C 4.060514 0.339619 -1.879730 0.449 1.548 0.729
C 5.527437 0.145967 -2.265871 0.146 -0.698 0.298
C 5.836984 -1.235383 -1.684904 -0.222 -0.624 0.871
H 4.052055 0.900768 0.399963 0.394 0.489 -0.729
H 3.019784 -0.354026 -0.198848 0.037 -0.117 0.470
H 3.418828 -0.321267 -2.462460 0.084 -0.454 0.351
H 3.632525 1.324276 -2.067785 0.391 0.278 -0.247
H 6.223470 0.796135 -1.735851 -0.276 0.615 -0.212
H 5.687052 0.214252 -3.341958 0.135 -0.121 0.080
H 6.873827 -1.569359 -1.646055 -0.054 0.163 -0.132
H 5.190838 -2.011631 -2.094833 0.149 -0.100 -0.223
Br -2.564213 -5.629973 2.148594 0.419 0.323 1.486
C -2.053618 -5.354622 4.084156 1.658 0.123 0.710
C -0.818675 -4.406401 4.246067 -1.252 0.295 -0.287
Br -0.335157 -4.142080 6.223041 -0.484 -0.417 -1.916
H -1.685070 -6.291653 4.501595 -0.582 -0.362 -0.473
H -2.899800 -5.020659 4.684608 -0.098 0.084 -0.542
H -1.086904 -3.429954 3.842703 0.201 0.158 0.416
H 0.023056 -4.770713 3.657113 0.159 -0.128 0.604
Br -0.980068 2.649676 2.807557 0.033 0.780 0.957
C -1.335685 4.041515 4.190435 0.321 1.032 0.441
C -0.855521 5.446746 3.792414 -0.023 -0.362 -1.125
Br -1.410951 6.755283 5.139393 0.075 -0.445 -0.444
H -0.782569 3.919397 5.121684 0.000 -1.219 -0.147
H -2.398866 3.989854 4.425125 0.125 0.083 -0.366
H -1.201557 5.741395 2.801676 -0.479 0.222 0.321
H 0.229832 5.506522 3.711621 0.001 -0.175 0.452
Br -3.443419 -4.850519 -2.755244 0.669 -1.100 0.997
C -3.008459 -6.392333 -1.473060 -0.933 1.138 0.229
C -1.599973 -6.699301 -1.157820 1.624 -0.160 -1.320
Br -0.606767 -7.109199 -2.831086 -0.091 -0.057 0.502
H -3.594995 -7.225380 -1.860496 0.222 0.170 0.110
H -3.362943 -6.032312 -0.507231 -0.826 -0.011 -0.241
H -1.507374 -7.578314 -0.519950 -0.264 -0.071 -0.160
H -1.017992 -5.910863 -0.680570 -0.374 0.162 -0.162
Br 0.931466 -2.187474 -4.324359 -0.397 -0.926 -0.505
C 0.043648 -3.874051 -4.893420 -0.191 -0.458 -1.925
C -0.322452 -3.840531 -6.414152 0.915 1.241 0.622
Br -1.011030 -5.548464 -6.996494 -0.283 0.187 0.211
H -0.847358 -4.068759 -4.296506 0.319 0.182 0.190
H 0.736121 -4.715803 -4.901029 0.211 0.308 1.051
H 0.582593 -3.709157 -7.007225 0.061 -0.058 0.215
H -0.938684 -2.979175 -6.671910 -0.543 -0.475 0.013
Br 1.227415 0.004880 4.550842 0.968 0.192 -0.899
C 2.518618 0.795565 3.196265 -0.961 0.522 -0.051
C 3.723680 1.353451 3.911618 -0.426 -0.813 -0.125
Br 4.787483 2.358959 2.591093 -0.281 -0.176 0.712
H 1.937321 1.606208 2.756874 -0.093 -0.077 0.086
H 2.736355 0.100624 2.385250 -0.052 -0.351 0.488
H 4.318238 0.515458 4.275430 0.279 0.407 0.064
H 3.364821 1.979966 4.728201 0.536 0.230 -0.183
Br 0.626919 1.849139 -6.823798 -0.041 0.228 0.265
C 0.221591 3.405299 -5.713709 0.378 0.853 -0.131
C 0.442147 3.098551 -4.247088 -0.905 -0.151 -0.129
Br -0.163107 4.720490 -3.221840 0.383 -1.042 -0.522
H -0.782845 3.752016 -5.956608 -0.097 -0.520 0.277
H 0.855427 4.232868 -6.032288 0.281 -0.298 -0.085
H 1.464726 2.825119 -3.986948 -0.018 0.537 -0.040
H -0.192449 2.257513 -3.967725 -0.097 0.271 0.360
Br -8.301855 -5.333493 4.113878 0.275 0.516 -0.218
C -7.343915 -3.789123 3.279731 -0.235 -0.425 1.100
C -5.868053 -3.973623 3.589807 -0.017 0.285 -0.393
Br -4.944565 -2.449489 2.624934 -0.287 -1.140 0.468
H -7.735769 -2.897907 3.769919 -0.037 -0.134 -0.187
H -7.643788 -3.821968 2.232297 0.473 0.023 0.158
H -5.548416 -4.986324 3.344105 0.406 0.365 -0.922
H -5.549438 -3.882426 4.628200 -0.609 0.524 0.007
Br -4.651778 2.732120 -1.269381 1.048 0.334 0.730
C -2.843166 3.275160 -0.576286 0.036 0.895 -0.949
C -2.719270 4.774047 -0.270527 -0.786 0.174 0.708
Br -3.641521 5.216451 1.464149 0.406 -0.160 -0.766
H -2.191327 3.063932 -1.423985 -0.019 -0.068 0.025
H -2.520049 2.648863 0.255250 -0.501 0.130 0.001
H -3.157133 5.493992 -0.961936 -0.424 -0.658 -0.232
H -1.697879 5.146458 -0.191950 0.126 -0.632 0.416